Entry 1:
C23H42CaCl4FILiN6O16PS2 | ωB97M-V/def2-TZVPD

The spin multiplicity is 1. For the frontier orbital gap, the calculation gives 0.04916 Eh. The charge is +2. Its HOMO energy is -9.763 eV.

Positions of all 98 atoms, in Å:
C1 3.2846 1.7948 -4.8009
C2 3.5240 0.7147 -4.3316
C3 3.8234 -0.4694 -3.4598
N1 2.5996 -0.8005 -2.6958
C4 1.7693 -1.7996 -3.0451
C5 1.8882 -2.7834 -4.1673
C6 1.0377 -2.4031 -5.3880
O1 1.5568 -2.0236 -6.3789
F1 -0.2738 -2.5227 -5.2668
N2 0.7334 -1.7936 -2.1925
C7 0.9753 -0.7923 -1.3246
N3 0.1749 -0.4293 -0.2997
C8 -1.1154 -1.1669 -0.1633
C9 -1.0090 -2.5960 0.4146
O2 -2.2876 -2.9968 0.9187
C10 -3.2616 -2.6481 -0.0219
O3 -3.2731 -3.2017 -1.0807
P1 0.4479 0.8001 0.8590
N4 0.1539 2.2228 0.2544
N5 2.1313 -0.1597 -1.6063
I1 3.2894 1.5624 -0.8393
H1 2.9781 2.7534 -5.1692
H2 4.7100 -0.2757 -2.8363
H3 4.0713 -1.2865 -4.1397
H4 2.9144 -2.9861 -4.4752
H5 1.4930 -3.7346 -3.7811
H6 -1.5858 -1.1335 -1.1489
H7 -1.7585 -0.6058 0.5301
H8 -0.7285 -3.3047 -0.3802
H9 -0.2180 -2.6656 1.1724
H10 -3.9804 -1.8369 0.1553
H11 -0.4560 0.6159 1.9252
H12 1.7665 0.7163 1.3634
H13 0.9727 2.8203 0.3137
C11 7.0885 -2.5289 -2.3918
Cl1 6.8824 -0.9341 -1.6340
Cl2 5.9351 -3.6593 -1.6587
Cl3 6.7639 -2.4164 -4.1245
Cl4 8.7369 -3.0883 -2.1375
C12 5.9071 -4.1028 2.0657
C13 5.8380 -3.9892 3.5678
O4 5.5340 -2.5953 3.7672
C14 4.9191 -2.1391 2.5946
O5 4.3977 -1.0868 2.4973
O6 5.0088 -3.0629 1.6253
H14 5.5809 -5.0748 1.7031
H15 6.9048 -3.8956 1.6793
H16 5.0179 -4.6034 4.0001
H17 6.7743 -4.2543 4.0575
C15 -4.6253 -0.9693 -3.0702
O7 -4.6171 0.2595 -2.5898
H18 -3.6902 -1.3097 -3.5728
H19 -4.7609 -1.7813 -2.3091
H20 -5.4184 -1.2201 -3.8022
Li1 4.8332 3.1813 -2.3107
O8 -6.9664 0.0862 2.1030
S1 -6.3384 0.4151 0.8251
O9 -7.0736 -0.2990 -0.2444
O10 -4.9314 -0.0151 0.7937
O11 -6.4020 1.8707 0.5963
C16 0.1208 -6.1191 0.0958
O12 1.0934 -5.9608 1.1351
H21 -0.1057 -7.1771 0.0039
H22 -0.7943 -5.5776 0.3441
H23 0.5169 -5.7532 -0.8553
H24 1.2849 -5.0225 1.2051
O13 -4.9846 -4.7379 2.1484
H25 -4.7361 -5.1633 2.9748
H26 -4.1460 -4.4673 1.7628
C17 -4.1921 4.1302 0.5533
C18 -3.5334 2.7528 0.4476
C19 -3.1689 2.3102 1.8671
S2 -4.3344 3.1192 2.9677
O14 -3.5977 4.0559 3.7993
O15 -5.2164 2.1427 3.5372
C20 -5.1981 4.0256 1.6972
H27 -4.6744 4.4182 -0.3805
H28 -3.4349 4.8896 0.7935
H29 -4.2392 2.0500 0.0194
H30 -2.6526 2.7691 -0.1983
H31 -3.2544 1.2306 1.9848
H32 -2.1659 2.6410 2.1487
H33 -5.5096 4.9951 2.0854
H34 -6.0819 3.4188 1.4027
C21 1.4111 6.4130 3.0864
C22 0.8266 6.1271 1.7472
O16 1.2156 5.3302 0.9573
N6 -0.2883 7.0163 1.2511
C23 -1.4716 6.2485 0.7016
H35 2.0150 5.5660 3.3963
H36 2.0383 7.3055 3.0213
H37 0.6236 6.5762 3.8253
H38 -0.5583 7.7139 1.9466
H39 0.1325 7.4869 0.4442
H40 -2.1370 6.9694 0.2335
H41 -1.9778 5.7507 1.5259
H42 -1.1187 5.5346 -0.0360
Ca1 4.2091 -3.1596 5.2116

Cartesian forces, eV/Å:
-0.1 0.0 0.1
0.6 0.2 1.1
-0.6 1.1 -0.9
1.2 -1.6 -1.7
-1.1 0.7 1.4
-0.9 -0.6 0.5
1.3 0.3 -0.2
-0.3 0.1 -0.3
0.1 -0.1 0.4
0.0 -0.4 -0.1
1.2 0.4 -0.9
-1.0 -1.0 1.7
0.1 0.3 0.2
0.3 -0.4 -1.2
0.0 1.1 0.4
-0.4 -0.7 -1.2
0.2 -0.2 0.1
-0.4 2.4 -1.0
0.5 -0.4 0.5
-1.8 -2.3 -0.8
2.6 2.9 1.0
0.1 -0.3 -0.3
-0.7 -0.1 0.0
-0.2 -0.2 0.4
-0.2 0.3 -0.2
0.0 0.3 0.0
-0.1 -0.2 0.2
0.2 0.1 -0.3
0.0 0.3 0.1
-0.6 0.1 0.3
0.1 0.1 1.1
0.2 -1.1 -0.4
-0.3 -0.7 0.1
-0.2 0.1 -0.2
0.2 0.0 -0.2
0.1 0.0 0.1
0.0 0.0 0.0
0.0 0.0 0.1
-0.1 0.0 0.0
0.0 -0.3 -0.5
1.2 -0.6 -0.5
1.4 0.1 -1.2
-0.6 0.6 -2.1
0.1 0.0 0.6
0.4 0.0 1.0
-0.2 0.1 -0.1
0.0 0.0 0.1
0.4 -0.5 -0.7
0.0 0.1 0.1
-0.5 -0.8 -1.3
-0.1 -0.1 0.5
0.4 0.2 0.5
0.2 0.3 0.4
-0.3 0.4 0.2
-0.3 -0.3 0.0
-0.3 -0.3 -0.4
0.6 1.0 0.5
0.0 -0.3 -0.3
0.3 -0.5 -0.1
-0.4 -1.1 -0.4
0.0 0.2 0.1
0.2 0.0 0.0
0.1 0.0 0.1
-0.1 -0.1 -0.1
-0.1 -0.1 -0.1
-0.1 0.0 0.0
0.1 0.0 0.0
-0.1 0.0 0.0
0.0 0.0 0.0
0.0 -0.1 0.1
0.2 0.1 -0.2
0.5 -0.1 -0.3
-0.6 -0.2 -0.6
0.2 0.1 0.1
0.3 0.2 0.6
-0.5 0.5 -0.2
0.0 0.0 0.0
-0.3 -0.1 -0.1
0.0 0.0 0.0
0.1 0.0 0.1
-0.2 0.0 0.1
0.0 0.1 0.1
0.1 -0.1 0.2
0.8 0.5 0.4
-0.6 0.0 0.2
1.0 -0.8 -0.3
-0.2 0.2 0.2
0.0 0.1 -0.4
-0.3 0.1 0.3
0.0 0.0 -0.1
-0.1 0.0 0.0
0.1 0.1 0.0
-0.1 0.0 -0.1
-0.1 0.3 0.2
0.0 0.0 0.1
0.2 0.0 0.0
0.1 -0.1 0.1
-2.7 0.4 3.2

---

Entry 2:
C23H42CeNO3P2 | ωB97M-V/def2-TZVPD

The spin multiplicity is 1. For the frontier orbital gap (alpha / beta), the calculation gives 0.16480 / 0.16482 Eh. The charge is +1. The calculation puts the energy relative to the best compared isomer or geometry (same formula, charge and spin) at 1.5651 eV. Its HOMO energy (alpha / beta) is -9.037 / -9.036 eV.

Positions of all 72 atoms, in Å:
C1 -0.7739 1.0297 -5.2622
C2 -0.8230 0.4836 -3.9364
N1 0.1595 0.8341 -3.0043
C3 0.8592 1.9467 -3.2420
C4 0.7942 2.6489 -4.4429
C5 0.0039 2.1518 -5.4875
C6 -1.9643 -0.2095 -3.5122
P1 -2.5356 -0.4744 -1.8580
Ce1 0.5525 -0.5522 -0.7650
P2 2.4258 1.5336 -0.8598
C7 1.6877 2.5959 -2.1572
O1 0.0030 -3.1227 -5.1492
O2 -0.0583 -2.9659 -1.6274
H1 -1.5044 0.6994 -6.0083
H2 1.5109 3.4594 -4.5622
H3 0.0406 2.6599 -6.4437
C8 -3.8938 0.7743 -1.9738
C9 -3.4878 -2.0539 -1.9510
H4 2.5310 3.0901 -2.6418
H5 1.1000 3.3879 -1.6740
H6 -0.7269 -3.0524 -5.8175
H7 -2.6077 -0.5687 -4.3278
C10 2.7191 2.7364 0.4527
C11 4.0661 1.1836 -1.5494
H8 3.0343 -1.0696 0.5333
H9 0.3131 -3.7669 -1.2341
H10 -0.6093 -3.2832 -2.3428
H11 0.4442 -2.2494 -5.2658
H12 -0.5829 0.9870 -0.4225
H13 3.2008 -0.4042 0.2046
H14 -4.7512 0.4573 -2.5891
H15 -4.2649 0.9781 -0.9656
H16 -3.4647 1.7040 -2.3777
H17 -4.3090 -2.0211 -2.6792
H18 -2.8323 -2.9186 -2.1338
H19 -3.9251 -2.1684 -0.9509
H20 4.6985 2.0700 -1.4146
H21 4.4831 0.3580 -0.9583
H22 3.9727 0.8834 -2.6047
H23 3.7153 3.1732 0.2989
H24 1.9305 3.5065 0.4222
H25 2.6996 2.1769 1.4019
C12 -1.7897 2.3759 2.4272
C13 -0.3421 2.0168 2.7481
C14 0.2657 3.1488 3.5758
C15 -0.2606 0.6652 3.4432
C16 -0.5279 0.5833 4.8118
C17 -0.4877 -0.6390 5.4809
C18 -0.1561 -1.8066 4.7863
C19 0.1004 -1.7418 3.4125
C20 0.4940 -3.0413 2.6885
C21 1.7697 -3.6485 3.2453
C22 -0.6309 -4.0558 2.7297
C23 -0.0137 -0.5207 2.6884
O3 0.1335 -0.5212 1.3627
H26 -2.3853 2.4052 3.3451
H27 -2.2354 1.6271 1.7710
H28 -1.8797 3.3565 1.9448
H29 0.2052 1.9730 1.7997
H30 -0.2923 3.3072 4.5034
H31 1.2972 2.9290 3.8628
H32 0.2587 4.0977 3.0241
H33 -0.7770 1.5094 5.3514
H34 -0.6953 -0.6910 6.5449
H35 -0.0926 -2.7882 5.2857
H36 0.6903 -2.8276 1.6333
H37 1.6365 -3.9638 4.2793
H38 2.0989 -4.5168 2.6672
H39 2.5812 -2.9219 3.2330
H40 -1.5540 -3.6163 2.3546
H41 -0.4132 -4.9420 2.1282
H42 -0.8281 -4.3811 3.7501

Cartesian forces, eV/Å:
0.6 1.2 -0.6
-1.5 -0.4 1.1
0.1 -0.9 1.2
0.3 1.4 -1.1
1.0 -0.4 1.2
-0.5 -1.2 -0.1
1.5 -0.8 -1.2
0.3 0.2 -1.0
-3.6 0.4 1.0
-0.5 1.4 -1.0
0.2 0.0 -0.2
-0.6 1.2 -1.0
0.6 0.1 0.7
0.4 0.0 0.3
-0.5 0.0 -0.2
-0.2 -0.1 0.0
-0.2 0.3 1.1
0.1 0.1 0.6
0.0 0.2 0.0
0.0 -0.3 0.0
0.9 -0.3 0.9
0.0 0.3 0.4
0.2 -0.2 0.6
0.2 -0.4 0.3
0.1 0.2 0.0
0.0 0.0 0.0
-0.3 0.1 -0.7
-0.3 -0.9 0.2
0.5 -0.1 -0.3
-0.2 -0.7 0.4
0.5 -0.1 0.1
-0.2 0.1 -0.1
-0.1 -0.4 0.2
0.4 0.0 0.0
-0.3 0.3 0.0
-0.1 -0.2 -0.2
-0.1 -0.3 -0.3
0.3 0.2 -0.4
0.2 0.1 0.4
-0.4 0.1 0.2
0.4 -0.4 0.2
0.0 0.6 -0.1
-0.4 -0.1 -0.1
0.0 0.3 0.0
0.3 0.1 0.2
-0.2 -0.1 -0.8
0.1 -0.2 -0.1
0.1 -0.3 -0.1
0.0 0.5 -0.3
0.1 -0.4 -0.7
-0.1 0.3 0.1
0.4 0.1 0.1
-0.5 -0.1 -0.1
-0.2 -0.2 2.6
1.0 0.0 -2.6
0.1 0.0 -0.1
-0.1 0.0 0.0
0.1 -0.2 0.0
0.0 -0.2 0.0
0.0 0.1 -0.2
0.0 0.0 0.0
-0.1 -0.2 0.1
0.2 -0.6 -0.2
0.0 0.1 -0.1
0.0 0.7 -0.2
-0.1 0.3 -0.1
0.0 -0.1 0.0
-0.2 0.0 0.0
0.1 0.1 0.0
-0.1 0.0 0.0
0.1 0.0 0.1
0.0 -0.1 0.1

---

Entry 3:
C23H42Cl3N4O3PdSi | ωB97M-V/def2-TZVPD

The spin multiplicity is 3. For the frontier orbital gap (alpha / beta), the calculation gives 0.24997 / 0.25913 Eh. The expectation value of S² is 2.0084. The charge is -1. The calculation puts the energy relative to the best compared isomer or geometry (same formula, charge and spin) at 0.7739 eV. Its HOMO energy (alpha / beta) is -4.324 / -4.576 eV.

Positions of all 77 atoms, in Å:
C1 -1.7268 -2.0563 -4.0174
C2 -1.1633 -2.7976 -2.8676
H1 -1.4627 -2.5057 -4.9787
H2 -1.3017 -1.0450 -3.9717
H3 -2.8174 -1.9435 -3.9439
C3 -0.6977 -4.0568 -2.9554
C4 -0.6974 -4.8806 -4.2189
H4 -0.3296 -4.5883 -2.0694
H5 -0.7831 -4.2530 -5.1246
H6 -1.5121 -5.6359 -4.2519
H7 0.2601 -5.4332 -4.2786
Pd1 0.1619 0.5018 -0.1451
Cl1 -2.0661 0.2967 0.4970
Cl2 0.3131 2.6711 -1.4619
H8 0.8484 5.0780 3.3222
H9 -1.5316 5.7160 2.1050
C5 1.1152 4.7203 2.3185
C6 -1.0354 5.3036 1.2120
N1 -0.0696 4.2773 1.5970
H10 1.8362 3.9013 2.3912
C7 -0.3258 2.9756 1.4153
O1 0.4709 2.0510 1.7033
H11 -1.7834 4.8598 0.5391
H12 -1.3013 2.7445 0.9512
H13 1.5616 5.5800 1.8070
H14 -0.5213 6.1325 0.7076
H15 1.5270 -1.3116 -3.4160
H16 2.4393 -3.5718 -2.1164
C8 2.4830 -0.8867 -3.0701
C9 3.2941 -2.9061 -1.8960
N2 2.8736 -1.5082 -1.8105
H17 2.3815 0.1948 -2.9326
C10 2.7418 -0.8802 -0.6428
O2 2.3336 0.3085 -0.5200
H18 3.7457 -3.2039 -0.9394
H19 3.0283 -1.5119 0.2265
H20 3.2677 -1.1220 -3.8003
H21 4.0285 -3.0044 -2.7086
O3 -0.0741 -1.0189 -1.7353
C11 -1.0424 -1.9662 -1.5876
C12 0.2777 -3.3776 0.1197
C13 -0.9272 -2.8902 -0.3627
H22 1.1994 -2.9691 -0.3125
C14 0.2967 -4.3609 1.1224
H23 -1.9754 -1.4075 -1.4434
C15 -2.1283 -3.3389 0.2008
H24 1.2576 -4.7704 1.4706
C16 -0.9182 -4.7973 1.6958
C17 -2.1413 -4.2808 1.2331
H25 -3.0558 -2.9145 -0.1902
H26 -0.9046 -5.5263 2.5160
H27 -3.1108 -4.6041 1.6717
Si1 -0.4145 3.1460 -3.7215
Cl3 -0.7825 1.1040 -4.1036
C18 1.4681 3.5412 -3.7349
C19 -1.9090 4.1607 -2.9973
C20 -0.7992 3.9833 -5.5007
H28 2.0654 2.8422 -3.1302
H29 1.6573 4.5448 -3.3322
H30 1.8641 3.4978 -4.7544
H31 -0.0389 3.6641 -6.2335
H32 -0.8100 5.0891 -5.4486
H33 -1.7793 3.6454 -5.8693
H34 -2.0684 3.9948 -1.9090
H35 -2.8512 3.9172 -3.5271
H36 -1.7595 5.2463 -3.1501
C21 0.8446 -0.7031 4.8321
N3 0.0915 -0.2761 3.6455
C22 -1.1533 0.4788 3.8942
C23 0.4757 -0.5800 2.4542
N4 0.7879 -0.9066 1.3567
H37 0.3223 -0.3067 5.7053
H38 1.8582 -0.2787 4.7973
H39 0.9020 -1.8015 4.9128
H40 -0.9536 1.5429 3.6954
H41 -1.9762 0.1326 3.2447
H42 -1.3772 0.3388 4.9575

Cartesian forces, eV/Å:
0.2 0.7 -0.3
0.6 -1.0 0.5
-0.2 0.2 0.1
-0.3 -0.5 -0.1
0.2 -0.1 0.0
-0.5 0.2 -0.1
0.2 -0.2 -0.3
-0.1 0.4 -0.3
0.1 -0.4 0.4
0.4 0.4 0.1
-0.4 0.1 -0.1
0.2 -0.2 -1.5
-1.3 0.3 0.4
-0.6 -0.4 1.3
0.0 -0.2 0.0
0.0 -0.1 -0.2
-0.1 0.1 -0.1
0.0 -0.3 0.2
0.0 0.4 0.4
-0.2 0.2 -0.1
0.7 -1.0 -0.2
-0.9 1.5 0.0
0.3 0.2 0.2
0.3 0.1 0.1
0.0 -0.2 -0.1
-0.1 -0.3 0.0
0.3 0.3 0.3
0.2 0.3 0.1
-0.1 -0.1 -0.2
-0.2 0.2 0.1
0.2 -0.3 -0.1
-0.1 -0.3 0.0
-0.6 1.5 -0.2
1.6 -1.9 -0.4
-0.1 0.0 -0.3
-0.1 0.4 -0.3
-0.1 0.2 0.0
-0.1 0.0 0.3
1.3 0.3 0.3
-0.5 0.1 0.7
0.2 -0.4 0.1
-0.6 -0.1 -0.3
-0.5 -0.3 0.2
-0.4 0.2 0.1
-0.6 -0.4 -0.1
0.2 -0.2 0.2
-0.5 0.2 -0.1
0.3 0.1 -0.1
0.0 0.0 0.0
0.2 -0.2 0.2
0.0 0.2 -0.4
0.9 0.2 -0.3
-0.2 1.7 -1.5
0.1 1.0 -0.1
0.3 -0.2 -0.4
0.0 -0.3 1.0
0.3 -0.9 0.1
-0.3 0.3 -0.3
-0.1 -0.1 -0.1
-0.1 0.2 -0.1
-0.3 0.2 0.1
0.1 -0.4 0.1
0.2 0.1 0.0
0.0 0.1 -0.7
0.5 -0.1 0.1
0.2 -0.4 0.0
0.4 0.0 -0.5
-0.8 0.2 2.1
0.1 0.2 -0.4
1.1 -1.5 -3.6
-0.7 0.3 3.8
0.2 -0.1 -0.1
-0.2 -0.2 0.1
0.0 0.4 -0.1
-0.3 -0.3 0.1
0.5 0.1 0.3
-0.2 0.0 -0.4